{"formula": "C36H80N8O11", "method": "ωB97M-V with the def2-TZVPD basis set", "species": ["O", "O", "O", "O", "O", "O", "O", "O", "O", "O", "O", "N", "N", "N", "N", "N", "N", "N", "N", "C", "C", "C", "C", "C", "C", "C", "C", "C", "C", "C", "C", "C", "C", "C", "C", "C", "C", "C", "C", "C", "C", "C", "C", "C", "C", "C", "C", "C", "C", "C", "C", "C", "C", "C", "C", "H", "H", "H", "H", "H", "H", "H", "H", "H", "H", "H", "H", "H", "H", "H", "H", "H", "H", "H", "H", "H", "H", "H", "H", "H", "H", "H", "H", "H", "H", "H", "H", "H", "H", "H", "H", "H", "H", "H", "H", "H", "H", "H", "H", "H", "H", "H", "H", "H", "H", "H", "H", "H", "H", "H", "H", "H", "H", "H", "H", "H", "H", "H", "H", "H", "H", "H", "H", "H", "H", "H", "H", "H", "H", "H", "H", "H", "H", "H", "H"], "xyz": [[-14.570, -37.429, -6.363], [-13.235, -34.862, -2.125], [-12.335, -38.649, -1.824], [-18.430, -42.141, -3.623], [-18.310, -37.565, -9.478], [-13.272, -40.124, -5.307], [-12.524, -34.010, -7.325], [-16.665, -32.644, -6.445], [-9.616, -36.984, -5.193], [-11.009, -37.447, -8.608], [-8.439, -42.850, -6.516], [-13.319, -41.378, -3.413], [-10.432, -34.538, -6.717], [-9.479, -36.903, -2.928], [-9.514, -41.040, -5.417], [-16.635, -40.863, -4.189], [-12.744, -37.802, -5.017], [-16.746, -37.418, -7.787], [-14.718, -33.834, -6.307], [-16.180, -39.663, -4.758], [-11.767, -38.890, -0.562], [-13.986, -38.103, -5.498], [-10.516, -36.002, -6.829], [-13.114, -42.636, -2.754], [-16.107, -33.748, -6.348], [-11.999, -36.604, -5.404], [-10.083, -38.073, -9.492], [-13.742, -37.745, -0.194], [-13.613, -40.178, -2.538], [-13.442, -33.428, -2.089], [-9.118, -34.024, -6.382], [-10.247, -39.405, -7.565], [-10.807, -40.491, -4.931], [-12.107, -38.566, -3.923], [-13.739, -32.724, -6.316], [-17.939, -37.661, -8.299], [-16.463, -37.437, -6.369], [-14.135, -35.122, -6.006], [-15.563, -41.754, -3.759], [-15.577, -36.859, -8.562], [-9.457, -38.367, -2.742], [-13.034, -38.882, 0.357], [-13.526, -37.786, -1.699], [-13.034, -41.166, -4.691], [-11.875, -34.013, -3.854], [-9.443, -42.287, -6.020], [-8.424, -40.048, -5.277], [-12.144, -35.258, -2.987], [-11.423, -33.661, -7.009], [-13.029, -33.063, -3.516], [-9.396, -36.139, -1.676], [-9.546, -36.365, -4.121], [-9.271, -39.115, -8.647], [-17.932, -41.110, -4.049], [-11.401, -38.467, -7.738], [-13.744, -35.095, -4.989], [-12.346, -36.104, -3.644], [-11.049, -38.110, -0.308], [-11.158, -32.601, -6.873], [-10.353, -38.562, -2.152], [-11.221, -36.915, -6.102], [-12.751, -39.124, -3.243], [-15.172, -35.922, -8.179], [-11.576, -37.884, -3.259], [-11.817, -34.269, -4.912], [-18.490, -40.211, -4.352], [-14.846, -35.947, -5.971], [-11.480, -36.373, -7.178], [-9.558, -38.999, -3.624], [-13.922, -33.294, -4.098], [-16.802, -38.780, -4.615], [-11.541, -38.002, -6.762], [-12.918, -42.555, -1.685], [-14.378, -38.302, -2.141], [-12.829, -31.992, -3.563], [-12.793, -38.737, 1.410], [-12.400, -38.804, -8.014], [-15.787, -38.279, -6.219], [-18.598, -38.155, -7.569], [-9.798, -36.354, -7.570], [-14.286, -40.441, -1.722], [-15.897, -36.676, -9.588], [-8.652, -38.685, -2.079], [-13.037, -32.969, -7.113], [-16.099, -36.468, -6.028], [-14.781, -37.787, 0.134], [-12.291, -43.227, -3.157], [-14.092, -39.286, -2.942], [-14.003, -43.262, -2.830], [-8.713, -36.739, -1.075], [-8.459, -34.147, -7.241], [-16.581, -34.741, -6.318], [-14.272, -39.038, -4.992], [-11.211, -39.808, -5.678], [-9.004, -39.991, -9.239], [-13.323, -35.392, -6.681], [-9.040, -35.109, -1.685], [-11.514, -41.283, -4.684], [-7.464, -40.504, -5.518], [-10.271, -36.479, -5.880], [-15.238, -39.415, -4.270], [-16.002, -42.726, -3.536], [-12.786, -33.053, -1.303], [-10.469, -42.684, -5.994], [-15.144, -41.278, -2.873], [-13.200, -32.652, -5.371], [-17.374, -37.742, -5.855], [-11.214, -39.829, -0.589], [-14.164, -31.757, -6.588], [-8.414, -38.686, -8.129], [-9.529, -37.307, -10.035], [-11.244, -39.136, -4.268], [-10.647, -39.968, -3.987], [-10.908, -33.602, -3.564], [-11.269, -35.327, -2.342], [-10.630, -40.426, -7.553], [-8.307, -39.709, -4.247], [-12.644, -42.075, -5.174], [-10.639, -38.565, -10.289], [-13.417, -36.772, 0.175], [-13.417, -36.744, -2.000], [-9.140, -32.997, -6.020], [-12.574, -35.848, -5.939], [-14.775, -41.840, -4.508], [-8.607, -34.565, -5.585], [-14.436, -33.063, -1.830], [-8.623, -39.236, -5.977], [-9.773, -39.240, -6.597], [-14.751, -37.563, -8.663], [-13.600, -39.807, 0.251], [-12.683, -39.773, -2.139], [-11.420, -36.122, -4.616], [-10.348, -36.096, -1.147], [-9.383, -35.276, -4.109], [-15.808, -39.788, -5.775]], "lowdin_charge": [-0.189, -0.169, -0.370, 0.008, -0.025, -0.047, -0.019, -0.022, 0.051, -0.193, -0.005, -0.190, -0.064, -0.090, -0.128, -0.135, 0.003, -0.084, -0.080, -0.084, -0.133, -0.234, -0.121, -0.015, -0.264, -0.172, -0.151, -0.161, -0.082, -0.138, -0.039, -0.195, -0.075, -0.085, -0.082, -0.355, -0.172, -0.100, -0.023, 0.014, -0.011, -0.139, -0.066, -0.408, -0.130, -0.281, -0.021, -0.199, -0.254, -0.167, -0.024, -0.240, -0.102, -0.339, -0.197, 0.101, 0.070, 0.118, 0.171, 0.063, -0.027, 0.028, 0.082, 0.089, 0.075, 0.139, 0.048, 0.103, 0.042, 0.095, 0.102, 0.079, 0.105, 0.126, 0.130, 0.126, 0.146, 0.037, 0.129, 0.141, 0.127, 0.087, 0.120, -0.064, 0.072, 0.135, 0.104, 0.070, 0.090, 0.098, 0.099, 0.121, 0.055, 0.095, 0.120, 0.074, 0.111, 0.061, 0.107, -0.157, 0.051, 0.109, 0.113, 0.130, 0.073, 0.036, 0.080, 0.142, 0.098, 0.111, 0.120, 0.006, 0.072, 0.118, 0.077, 0.129, 0.069, 0.162, 0.118, 0.126, 0.106, 0.095, 0.045, 0.092, 0.063, 0.127, 0.060, 0.038, 0.084, 0.115, -0.021, 0.061, 0.078, 0.145, 0.124], "orbital_gap_ev": 6.4, "e_homo_ha": -0.2554, "e_tot_ev": -73030.7363, "max_force_ha_per_bohr": 0.2285, "lumo_ha": -0.019, "charge": 0, "relative_energy_kj_mol": 4292.1}